{
  "formula": "C53H143N9O20",
  "method": "wB97M-V/def2-TZVPD",
  "elements": ["O", "O", "O", "O", "O", "O", "O", "O", "O", "O", "O", "O", "O", "O", "O", "O", "O", "O", "O", "O", "N", "N", "N", "N", "N", "N", "N", "N", "N", "C", "C", "C", "C", "C", "C", "C", "C", "C", "C", "C", "C", "C", "C", "C", "C", "C", "C", "C", "C", "C", "C", "C", "C", "C", "C", "C", "C", "C", "C", "C", "C", "C", "C", "C", "C", "C", "C", "C", "C", "C", "C", "C", "C", "C", "C", "C", "C", "C", "C", "C", "C", "C", "H", "H", "H", "H", "H", "H", "H", "H", "H", "H", "H", "H", "H", "H", "H", "H", "H", "H", "H", "H", "H", "H", "H", "H", "H", "H", "H", "H", "H", "H", "H", "H", "H", "H", "H", "H", "H", "H", "H", "H", "H", "H", "H", "H", "H", "H", "H", "H", "H", "H", "H", "H", "H", "H", "H", "H", "H", "H", "H", "H", "H", "H", "H", "H", "H", "H", "H", "H", "H", "H", "H", "H", "H", "H", "H", "H", "H", "H", "H", "H", "H", "H", "H", "H", "H", "H", "H", "H", "H", "H", "H", "H", "H", "H", "H", "H", "H", "H", "H", "H", "H", "H", "H", "H", "H", "H", "H", "H", "H", "H", "H", "H", "H", "H", "H", "H", "H", "H", "H", "H", "H", "H", "H", "H", "H", "H", "H", "H", "H", "H", "H", "H", "H", "H", "H", "H", "H", "H", "H", "H", "H", "H", "H"],
  "coordinates": [[8.311, 1.459, 0.139], [2.290, 4.203, -3.671], [2.245, 0.335, 5.712], [-2.827, -2.367, 0.822], [0.235, -2.700, -3.734], [0.661, 0.070, 0.288], [-0.414, 4.519, 0.419], [3.322, -6.595, -3.765], [-7.080, -0.593, 0.908], [-0.568, -3.263, 4.488], [-2.057, 5.405, -4.359], [4.789, -10.157, -0.521], [1.577, -4.213, 0.327], [-3.606, 0.052, -2.423], [-1.577, 10.031, 4.712], [-0.816, 3.628, 4.972], [5.264, -2.157, -2.023], [-3.839, 1.832, 2.136], [-1.840, 6.551, -0.648], [3.501, -0.982, -6.306], [-3.371, 4.076, -0.053], [-3.227, -2.169, 6.811], [-1.250, 6.375, 5.248], [7.712, 3.384, -2.123], [2.818, -9.238, -2.541], [-1.120, -4.679, -0.094], [-6.256, -0.783, -1.827], [-0.262, 3.957, -2.557], [2.447, -2.343, -1.850], [5.199, -10.526, 0.802], [-0.709, 10.984, 4.197], [-3.178, 6.389, -1.056], [2.882, -5.219, -3.652], [-7.325, -1.081, 2.190], [-3.447, 4.891, -1.319], [-1.097, 8.720, 4.460], [-3.875, 2.697, -0.169], [-0.544, -3.839, 3.223], [-5.877, -0.163, -3.027], [2.155, -1.164, -1.080], [7.027, 1.489, -0.632], [2.281, -7.453, -4.044], [-1.149, 4.468, -4.863], [-1.309, -3.392, 7.421], [5.276, 2.928, -1.827], [-1.886, 5.458, 6.241], [-1.858, -2.441, 6.382], [-1.885, -2.989, 4.938], [1.653, -0.784, 5.112], [2.816, 3.215, -4.522], [0.108, 5.189, 1.575], [-1.881, 7.692, 5.283], [8.627, 0.198, 0.683], [-8.034, -1.007, -0.088], [-1.196, 4.100, 6.328], [-3.823, -1.493, 1.402], [-3.285, 2.902, 2.935], [-0.251, 2.361, 4.858], [6.697, 2.938, -1.128], [-4.668, 2.211, 1.077], [-2.374, 6.424, -5.370], [-3.291, -3.348, -0.048], [-4.417, -0.542, -3.417], [-1.690, 7.845, -0.072], [-0.973, 3.441, -3.753], [-2.161, -3.959, -0.866], [5.749, -2.409, -0.695], [0.776, -1.116, -0.495], [-0.495, 0.120, 1.072], [2.725, -8.905, -3.933], [3.404, -10.548, -2.397], [-7.640, -0.369, -1.441], [0.434, 3.588, -0.190], [-2.257, -0.189, -2.537], [1.151, -5.460, -0.111], [-0.063, -5.190, -0.968], [2.548, 0.083, -1.896], [0.537, -1.952, -4.897], [-0.212, 2.977, -1.451], [3.945, -1.866, -5.292], [3.728, -10.944, -0.951], [2.641, -4.185, 1.238], [4.514, 2.842, -1.052], [5.127, 3.808, -2.452], [-4.623, -2.072, 1.864], [-1.618, -3.111, -1.283], [5.598, -1.497, -0.117], [-5.544, -0.459, -1.188], [-4.359, 4.789, -1.906], [4.922, -2.295, -5.513], [-4.003, 3.611, 3.348], [-0.668, -3.964, 0.457], [2.343, 1.054, -1.448], [8.585, -0.584, -0.075], [-0.067, 8.624, 4.802], [-3.635, -3.088, 6.905], [4.452, -10.445, 1.591], [-0.449, -0.725, 1.758], [2.789, -4.923, -4.697], [0.961, -6.167, 0.697], [5.259, -3.239, -0.186], [-7.786, 0.711, -1.402], [-1.160, -4.734, 3.134], [0.871, 5.887, 1.231], [0.349, 2.085, -1.732], [-1.227, 5.927, 4.343], [-1.166, 8.573, 3.382], [1.127, -1.084, -4.604], [-8.025, -2.097, -0.068], [-0.339, 2.671, -4.192], [-1.978, -1.238, -2.630], [-4.571, 2.569, -0.999], [-1.977, 3.077, -3.539], [-2.946, 5.286, 6.057], [5.484, -11.578, 0.760], [2.674, 0.777, 4.975], [-1.748, 3.406, 6.962], [-4.009, -2.901, -0.735], [0.440, -4.165, 2.887], [-8.286, -0.699, -2.254], [2.401, -1.538, 4.868], [-2.909, 7.737, 4.924], [-8.294, -0.770, 2.580], [2.727, -4.948, 2.011], [6.089, -9.972, 1.101], [-0.053, 2.157, 3.805], [-2.662, 6.069, -6.359], [-0.884, -3.082, 2.517], [2.146, -3.102, -1.255], [0.020, -1.225, -1.273], [6.832, -2.517, -0.738], [-0.244, -3.553, 7.258], [-3.382, -0.865, 2.176], [-1.522, 7.081, -5.548], [-2.509, -3.875, 4.817], [2.709, -11.320, -2.728], [-2.372, 4.028, 0.088], [1.090, -0.486, 4.228], [-3.197, -1.859, 7.772], [2.097, -0.016, -2.883], [-1.567, 4.020, -5.765], [9.617, 0.315, 1.123], [2.100, -9.515, -4.586], [-1.834, 0.307, -1.663], [7.833, 2.690, -2.847], [-2.925, 2.381, 3.822], [2.870, -1.183, -0.258], [7.131, 0.836, -1.498], [-0.986, 12.001, 4.474], [-1.381, -2.986, 8.430], [-2.199, 7.990, 0.881], [-9.056, -0.751, 0.192], [2.684, -3.192, 1.687], [3.625, -0.021, -2.027], [1.762, -2.308, -2.591], [-3.238, 6.910, -2.012], [1.921, -5.974, -0.687], [-3.232, 7.026, -5.070], [2.828, -10.843, -0.346], [5.161, 2.090, -2.515], [3.727, -4.711, -3.187], [2.945, 2.310, -3.928], [4.314, -10.683, -2.983], [-7.083, -2.136, 2.320], [0.267, 10.875, 4.670], [-0.425, -3.324, -4.047], [-0.643, 7.954, 0.212], [1.450, 3.944, -3.284], [-2.494, -4.600, -1.683], [-6.599, -0.617, 2.858], [-0.196, 4.907, -5.159], [-4.155, -0.213, -4.422], [-3.895, 6.765, -0.326], [3.845, -1.217, -7.171], [7.961, -0.117, 1.487], [-2.302, -2.241, 4.264], [3.189, -2.615, -5.057], [0.208, -4.451, -1.723], [3.517, -8.623, -2.148], [3.976, -12.003, -1.031], [6.756, 3.563, -0.237], [3.709, -9.032, -4.384], [1.497, -7.276, -3.307], [-0.550, 0.991, 1.724], [1.951, -5.138, -3.091], [-2.989, 2.102, -0.386], [-1.779, 0.322, -3.373], [6.268, 1.049, 0.014], [-1.924, 8.130, 6.280], [-1.185, 2.725, -1.030], [-4.174, -0.878, 0.574], [-3.875, -4.106, 0.474], [-4.327, -1.626, -3.342], [-0.464, -6.075, -1.463], [2.059, 2.942, -5.258], [1.004, -1.331, 5.797], [8.628, 3.351, -1.698], [1.412, 4.004, -0.431], [-1.757, -4.386, 7.406], [-0.811, 1.520, 5.267], [-1.348, 0.086, 0.394], [-5.528, 2.807, 1.384], [-0.563, 10.893, 3.121], [-1.311, -1.500, 6.444], [-1.859, 8.658, -0.778], [-0.346, -1.556, -5.398], [0.592, -1.996, 0.122], [-0.233, 4.196, 6.831], [-6.464, -0.465, -3.894], [0.749, 2.450, 5.282], [-0.723, 4.804, -2.256], [0.624, 2.708, 0.425], [3.532, -4.338, 0.630], [0.487, 4.489, 2.320], [1.069, -2.580, -5.612], [4.311, -2.172, -1.906], [3.715, 3.616, -4.990], [-2.477, 3.400, 2.398], [1.842, -7.339, -5.035], [-6.005, 0.917, -3.097], [-1.708, 5.847, 7.244], [-2.758, 4.469, -2.051], [-5.083, 1.265, 0.730], [-0.697, 5.823, 1.946], [4.045, -1.321, -4.353]],
  "lowdin_charge": [-0.2088, -0.1452, -0.1132, -0.2111, -0.1542, -0.1818, -0.2342, -0.1806, -0.2262, -0.1859, -0.2000, -0.1772, -0.2475, -0.2096, -0.1814, -0.2372, -0.1507, -0.1677, -0.1943, -0.1199, 0.2141, 0.0203, -0.0418, 0.0292, -0.0504, -0.0332, -0.0403, -0.0386, 0.0914, -0.0943, -0.1352, -0.1893, -0.0619, -0.1304, -0.0803, -0.2295, -0.0883, -0.1132, -0.2614, -0.4162, -0.1592, -0.2719, -0.2334, -0.0736, -0.0578, -0.1924, -0.4300, -0.1776, -0.1703, -0.1584, -0.0462, -0.2114, -0.1340, -0.1810, -0.1582, -0.0523, -0.0434, -0.1383, -0.3732, -0.1683, -0.0610, -0.2287, -0.1787, -0.0893, -0.1842, -0.1738, -0.1418, -0.1697, -0.0979, -0.2224, -0.2293, -0.1584, -0.2031, -0.1222, -0.2179, -0.2024, -0.0227, -0.1378, -0.1547, -0.1534, -0.2587, -0.0909, 0.0641, 0.0693, 0.0848, 0.0874, 0.0585, 0.0726, 0.1394, 0.0937, 0.0982, 0.0610, 0.0664, 0.0754, 0.1218, 0.0646, 0.0844, 0.0863, 0.0840, 0.1332, 0.0580, 0.1105, 0.0974, 0.0999, 0.1128, 0.0802, 0.1061, 0.0693, 0.1221, 0.1191, 0.0766, 0.1320, 0.1087, 0.1104, 0.0826, 0.0761, 0.1220, 0.1103, 0.0747, 0.1204, 0.0803, 0.1137, 0.0939, 0.0977, 0.0864, 0.0676, 0.0850, 0.0653, 0.0599, 0.1085, 0.0743, 0.0735, 0.0803, 0.0909, 0.1272, 0.1204, 0.0928, 0.0702, 0.0653, 0.0655, 0.1276, 0.0889, 0.1232, 0.0625, 0.0644, 0.0893, 0.1358, 0.1159, 0.0929, 0.0800, 0.0874, 0.1179, 0.0965, 0.0681, 0.0440, 0.1300, 0.1214, 0.0815, 0.1246, 0.0607, 0.0913, 0.0569, 0.1201, 0.0892, 0.0853, 0.0886, 0.0899, -0.0016, 0.1259, 0.0841, 0.1300, 0.1250, 0.1316, 0.0764, 0.0781, 0.1125, 0.0360, 0.0870, 0.1087, 0.1191, 0.1313, 0.1195, 0.1095, 0.0728, 0.0602, 0.1186, 0.0860, 0.1069, 0.1257, 0.0812, 0.0667, 0.1263, 0.1232, 0.1269, 0.0661, 0.0647, 0.0601, 0.1361, 0.0865, 0.0928, 0.0701, 0.1430, 0.0843, 0.1254, 0.0990, 0.0829, 0.1120, 0.1187, 0.1204, 0.0832, 0.0963, 0.1078, 0.0755, 0.0932, 0.0815, -0.0188, 0.0908, 0.0798, 0.1188, 0.1112, 0.1216, 0.1058, 0.1043, 0.0765, 0.0616],
  "total_charge": 1,
  "homo_energy_ev": [-10.1, -10.1],
  "lumo_ha": [-0.0677, -0.2553],
  "orbital_gap_ev": [8.3, 3.2],
  "e_tot_ev": -111619.854,
  "relative_energy_kj_mol": 0.0,
  "spin_multiplicity": 2
}

{
  "formula": "C53H40ClMnO8PS2",
  "method": "wB97M-V/def2-TZVPD",
  "elements": ["Mn", "Cl", "S", "S", "P", "O", "O", "O", "O", "O", "O", "O", "O", "C", "C", "C", "C", "C", "C", "C", "C", "C", "C", "C", "C", "C", "C", "C", "C", "C", "C", "C", "C", "C", "C", "C", "C", "C", "C", "C", "C", "C", "C", "C", "C", "C", "C", "C", "C", "C", "C", "C", "C", "C", "C", "C", "C", "C", "C", "C", "C", "C", "C", "C", "C", "C", "H", "H", "H", "H", "H", "H", "H", "H", "H", "H", "H", "H", "H", "H", "H", "H", "H", "H", "H", "H", "H", "H", "H", "H", "H", "H", "H", "H", "H", "H", "H", "H", "H", "H", "H", "H", "H", "H", "H", "H"],
  "coordinates": [[0.684, 1.639, 0.607], [1.938, 2.710, -1.423], [-0.758, -0.985, 0.475], [2.375, -0.865, -0.906], [-0.723, 3.447, 1.117], [2.887, 1.878, -2.045], [-0.330, 0.107, 3.626], [1.801, 3.977, -2.012], [-0.874, 0.590, 0.643], [2.214, 2.827, 0.049], [1.911, 0.077, 0.239], [0.593, 2.017, -1.357], [0.915, 1.478, 2.368], [-2.361, -1.567, 0.883], [0.370, -4.301, -0.322], [0.930, -3.645, -5.083], [1.213, 5.363, 1.210], [-0.809, -4.918, -0.813], [4.728, -1.308, -2.029], [0.003, -2.243, -1.770], [1.744, 6.617, 0.983], [-0.040, 5.038, 0.678], [-1.669, 3.694, 5.590], [-3.345, 2.611, 0.964], [0.257, -2.748, -5.943], [-0.766, 2.442, 3.754], [-1.208, -6.125, -0.322], [-4.493, 2.261, 0.274], [-4.550, 2.413, -1.106], [-1.940, 4.757, 4.739], [0.819, -3.046, -0.810], [-0.460, -6.769, 0.692], [-1.096, 2.532, 5.097], [-1.044, 3.506, 2.893], [-0.078, 1.216, 3.261], [-0.489, -1.726, -5.432], [-2.256, 3.132, 0.263], [4.133, -0.869, -0.851], [6.107, -1.430, -2.074], [-0.760, 5.971, -0.069], [1.966, -2.488, -0.291], [4.883, -0.515, 0.257], [0.073, -2.449, -3.173], [0.666, -6.188, 1.195], [1.114, -4.938, 0.702], [-4.777, -2.655, 1.705], [6.891, -1.097, -0.969], [-3.460, 2.919, -1.808], [-3.515, -1.276, 0.163], [-0.726, -1.181, -1.291], [8.390, -1.207, -1.027], [2.699, -3.106, 0.742], [-6.082, -3.249, 2.154], [-0.594, -1.542, -4.034], [-4.712, -1.822, 0.585], [-1.638, 4.665, 3.388], [2.274, -4.308, 1.221], [-0.219, 7.228, -0.282], [6.260, -0.635, 0.186], [-2.306, 3.270, -1.130], [0.839, -3.503, -3.729], [-1.373, -0.253, -2.138], [-2.395, -2.393, 2.005], [1.028, 7.548, 0.236], [-3.603, -2.935, 2.403], [-1.307, -0.444, -3.483], [-5.345, 1.870, 0.815], [-3.514, 3.040, -2.882], [-1.794, 0.253, -4.155], [8.708, -1.867, -1.832], [-5.616, -1.612, 0.026], [1.345, -4.196, -3.068], [-1.896, 3.775, 6.645], [-0.883, 1.694, 5.748], [1.765, 4.642, 1.802], [1.515, -4.451, -5.505], [-1.885, 0.603, -1.716], [0.340, -2.876, -7.014], [-6.309, -2.942, 3.175], [-2.100, -6.600, -0.710], [-1.738, 5.731, -0.461], [-1.864, 5.492, 2.727], [-0.776, 7.961, -0.850], [3.587, -2.637, 1.142], [2.824, -4.799, 2.014], [-3.300, 2.495, 2.039], [-3.639, -3.584, 3.270], [-1.007, -1.041, -6.092], [6.861, -0.370, 1.048], [-1.384, -4.425, -1.589], [8.794, -1.581, -0.087], [1.237, -6.675, 1.977], [4.119, -1.550, -2.894], [8.835, -0.226, -1.205], [2.713, 6.875, 1.391], [4.403, -0.140, 1.153], [-1.449, 3.646, -1.674], [-2.384, 5.664, 5.125], [-6.906, -2.944, 1.512], [6.585, -1.780, -2.980], [-3.488, -0.645, -0.715], [-1.484, -2.600, 2.556], [-0.788, -7.729, 1.069], [-6.027, -4.338, 2.148], [1.445, 8.532, 0.063], [-5.450, 2.136, -1.641]],
  "lowdin_charge": [0.7856, 0.7874, 1.2068, 1.1409, 1.1712, -0.2123, 0.1620, -0.1884, -0.5285, -0.3486, -0.5549, -0.3747, -0.1339, -0.3628, -0.1099, -0.0410, -0.0820, -0.0084, -0.0618, -0.1766, -0.0366, -0.3488, -0.0211, -0.0527, -0.0421, -0.1286, -0.0466, -0.0509, -0.0436, -0.0308, -0.1815, -0.0457, 0.0190, -0.2674, -0.5035, -0.0132, -0.3348, -0.4063, -0.0122, -0.0631, -0.2922, -0.0609, -0.1036, -0.0125, -0.1374, -0.2371, -0.2429, -0.0546, -0.0433, -0.3128, -0.0317, -0.0232, -0.0283, -0.1324, -0.0122, -0.0483, 0.0138, -0.0413, -0.0138, -0.0985, -0.0007, -0.0672, -0.0563, -0.0307, -0.0108, 0.0171, 0.1192, 0.1207, 0.1272, 0.0835, 0.1225, 0.1249, 0.1232, 0.1352, 0.1158, 0.1167, 0.0913, 0.1174, 0.0946, 0.1146, 0.1065, 0.1209, 0.1200, 0.1156, 0.1286, 0.1183, 0.1298, 0.1222, 0.1262, 0.1235, 0.0877, 0.1230, 0.1185, 0.0953, 0.1214, 0.1235, 0.1107, 0.1219, 0.0824, 0.1238, 0.1034, 0.1206, 0.1158, 0.0947, 0.1212, 0.1195],
  "total_charge": 2,
  "homo_energy_ev": [-12.9, -12.9],
  "lumo_ha": [-0.2817, -0.2256],
  "orbital_gap_ev": [5.2, 6.7],
  "e_tot_ev": -146772.806,
  "relative_energy_kj_mol": 18.3,
  "spin_multiplicity": 4
}